Entry from OMol25: a cluster of 12 separate species, C50H116N4O8 in total (ωB97M-V/def2-TZVPD).

2S+1: 2
Kohn-Sham gap (spin up / spin down) in eV: 1.40 / 8.37
DFT total energy in hartree: -2795.2417
Charge: -1
<S²>: 0.750

Each line ends with the Mulliken spin population.
Positions of all 178 atoms, in Å:
C 1.642 0.101 1.373  0.16
C 1.098 0.937 0.245  -0.58
N 0.735 0.112 -0.882  -0.02
C 0.605 0.994 -2.057  0.06
C -0.337 2.280 -1.877  0.23
C -0.418 -0.748 -0.583  0.03
C -0.929 -1.489 -1.805  0.03
H 2.147 0.708 2.124  0.05
H 2.381 -0.607 0.998  0.07
H 0.777 -0.392 1.815  -0.01
H 0.204 1.427 0.630  0.03
H 1.730 1.798 0.028  0.10
H 1.616 1.270 -2.358  -0.06
H 0.283 0.555 -3.002  0.07
H -0.136 2.936 -2.724  0.05
H -1.380 1.973 -1.958  0.00
H -0.265 2.778 -0.910  -0.07
H -1.231 -0.271 -0.036  -0.08
H 0.011 -1.527 0.048  0.06
H -0.124 -1.926 -2.396  0.05
H -1.432 -0.736 -2.412  0.01
H -1.578 -2.322 -1.536  0.10
C -2.053 5.567 -3.074  0.13
C -1.479 6.466 -1.871  0.00
N -2.355 7.636 -1.601  -0.05
C -1.552 8.774 -1.096  0.00
C -1.094 8.602 0.389  0.11
C -3.486 7.258 -0.841  0.21
C -4.448 8.388 -0.530  0.00
H -2.258 6.246 -3.901  0.03
H -2.959 5.013 -2.828  0.00
H -1.354 4.937 -3.624  -0.05
H -1.374 5.911 -0.939  -0.06
H -0.538 6.828 -2.285  0.02
H -0.672 8.837 -1.736  -0.01
H -2.076 9.716 -1.257  0.00
H -2.007 8.530 0.980  0.00
H -0.576 7.680 0.652  -0.01
H -0.468 9.422 0.740  -0.03
H -3.244 6.708 0.069  -0.14
H -4.010 6.514 -1.441  0.05
H -4.171 8.748 0.461  0.01
H -5.417 7.892 -0.462  -0.04
H -4.468 9.153 -1.306  0.00
C 1.709 -1.209 4.950  0.06
C 2.921 -0.412 5.512  -0.03
N 4.043 -1.272 6.023  -0.05
C 4.844 -2.047 5.035  0.00
C 5.640 -1.162 4.160  0.03
C 3.753 -2.270 7.034  0.02
C 2.858 -1.783 8.158  0.05
H 1.978 -1.584 3.962  0.05
H 0.908 -0.503 4.733  -0.11
H 1.250 -2.073 5.430  0.05
H 3.426 0.326 4.888  0.04
H 2.598 0.262 6.306  0.02
H 5.662 -2.593 5.506  -0.01
H 4.166 -2.699 4.484  0.02
H 6.398 -0.702 4.794  0.01
H 6.106 -1.635 3.295  -0.04
H 5.017 -0.380 3.728  0.02
H 4.749 -2.433 7.445  -0.01
H 3.349 -3.188 6.607  -0.01
H 1.807 -1.865 7.882  0.01
H 3.088 -0.757 8.444  0.01
H 2.972 -2.405 9.046  -0.02
C -2.441 -5.527 -5.844  0.05
C -2.021 -4.799 -4.594  -0.10
N -1.044 -3.735 -4.815  -0.17
C 0.313 -4.206 -5.160  0.09
C 0.871 -5.224 -4.131  -0.07
C -1.387 -2.655 -5.759  0.02
C -2.554 -1.814 -5.241  -0.10
H -1.662 -6.148 -6.286  0.01
H -2.647 -4.737 -6.566  0.01
H -3.338 -6.107 -5.627  -0.02
H -2.898 -4.273 -4.219  0.05
H -1.714 -5.435 -3.763  0.01
H 0.984 -3.354 -5.264  0.01
H 0.387 -4.621 -6.165  0.00
H 0.686 -4.922 -3.100  0.10
H 1.958 -5.259 -4.196  -0.02
H 0.504 -6.242 -4.258  -0.01
H -0.571 -1.933 -5.766  0.05
H -1.297 -2.912 -6.814  -0.04
H -2.768 -0.946 -5.866  -0.03
H -3.486 -2.379 -5.250  -0.01
H -2.283 -1.467 -4.244  0.12
C 3.412 -1.587 -3.022  0.01
O 3.339 -0.328 -2.360  -0.08
H 2.446 -1.810 -3.474  0.06
H 4.106 -1.508 -3.859  -0.03
H 3.612 -2.438 -2.371  -0.01
H 2.589 -0.278 -1.762  0.02
C 1.837 3.588 3.637  0.42
O 0.661 2.756 3.554  -0.21
H 1.950 4.155 4.561  -0.02
H 2.717 2.958 3.506  -0.01
H 1.681 4.252 2.787  0.03
H -0.041 3.060 4.133  0.06
C -4.097 2.151 4.681  0.11
C -3.412 1.341 3.609  0.97
C -2.030 1.214 4.071  -0.86
O -1.752 2.468 4.578  -0.40
C -2.942 3.017 5.247  0.59
H -4.502 1.542 5.489  0.04
H -5.004 2.656 4.347  -0.20
H -3.340 1.696 2.580  -0.29
H -3.890 0.389 3.381  0.03
H -1.249 0.977 3.349  0.42
H -1.961 0.459 4.854  -0.08
H -2.989 4.103 5.164  -0.15
H -2.822 2.653 6.267  -0.07
C -5.567 -5.108 0.333  0.02
C -4.260 -5.831 0.546  0.05
C -3.425 -5.383 -0.698  -0.06
O -3.711 -4.020 -0.840  -0.26
C -5.094 -3.839 -0.396  0.37
H -6.101 -4.947 1.269  -0.04
H -6.187 -5.776 -0.265  -0.03
H -4.327 -6.918 0.521  -0.03
H -3.768 -5.474 1.451  -0.02
H -3.701 -5.953 -1.585  0.00
H -2.353 -5.479 -0.528  0.11
H -5.722 -3.648 -1.267  0.03
H -5.305 -2.931 0.169  -0.06
C -1.950 -2.598 4.904  0.23
C -1.873 -2.269 3.430  -0.55
C -2.370 -3.551 2.809  0.19
O -3.447 -3.808 3.682  -0.20
C -3.241 -3.399 5.002  0.21
H -1.909 -1.750 5.588  -0.12
H -1.103 -3.265 5.066  -0.01
H -0.863 -2.011 3.111  0.00
H -2.500 -1.410 3.192  0.16
H -1.627 -4.337 2.679  0.05
H -2.785 -3.461 1.805  0.07
H -3.150 -4.312 5.591  -0.04
H -4.114 -2.810 5.283  -0.04
C 5.166 2.879 0.096  0.06
C 5.570 3.820 1.252  -0.04
C 6.166 5.009 0.461  0.06
O 5.159 5.103 -0.593  -0.07
C 4.749 3.770 -1.040  0.05
H 4.421 2.158 0.432  -0.03
H 6.067 2.381 -0.263  0.01
H 6.366 3.419 1.880  -0.02
H 4.665 4.127 1.776  0.05
H 7.164 4.904 0.035  0.00
H 6.167 5.923 1.055  -0.01
H 5.344 3.418 -1.882  0.01
H 3.688 3.736 -1.285  0.00
C 3.699 -5.145 -0.342  0.02
C 2.528 -5.159 -1.233  0.00
C 1.353 -4.688 -0.406  0.05
O 1.808 -5.170 0.882  -0.12
C 3.086 -5.594 0.955  0.10
H 3.984 -4.106 -0.175  0.00
H 4.464 -5.815 -0.733  -0.03
H 2.363 -6.222 -1.410  -0.01
H 2.720 -4.502 -2.082  0.06
H 0.431 -5.165 -0.738  0.02
H 1.234 -3.607 -0.335  -0.01
H 3.143 -6.675 1.087  -0.02
H 3.582 -5.154 1.821  0.00
C -0.270 1.484 -6.835  0.10
C 0.032 2.939 -7.146  0.03
C -1.122 3.693 -6.509  0.12
O -1.504 2.886 -5.413  -0.05
C -1.274 1.565 -5.668  -0.19
H 0.597 0.911 -6.507  0.03
H -0.677 1.021 -7.734  -0.02
H 0.076 3.064 -8.228  -0.01
H 0.875 3.317 -6.567  -0.03
H -1.882 3.960 -7.243  -0.03
H -0.733 4.598 -6.043  0.02
H -2.192 1.138 -6.071  -0.02
H -1.051 0.983 -4.774  0.03

=====

Entry from OMol25: a cluster of 9 separate species, C50H120N2O23 in total (ωB97M-V/def2-TZVPD).

SMILES: COC[C@H](C)N.COC[C@H](C)N.COCCOCCOC.COCCOCCOC.COCCOCCOC.COCCOCCOC.COCCOCCOC.COCCOCCOC.COCCOCCOC
2S+1: 1
Kohn-Sham gap in eV: 9.15
DFT total energy in hartree: -3816.3728
Charge: 0
ΔE to the lowest compared entry with this formula, charge and spin in kcal/mol: 141.9

Each line ends with the Mulliken charge.
Positions of all 195 atoms, in Å:
C 7.549 -3.361 -5.244  -0.63
O 7.769 -3.628 -3.885  -0.41
C 7.165 -2.602 -3.008  -0.61
C 7.861 -1.201 -3.033  -0.41
O 7.196 -0.395 -4.004  -0.25
C 7.620 0.977 -4.023  -0.52
C 6.593 1.888 -4.684  -0.39
O 7.187 3.201 -4.963  -0.32
C 6.233 4.216 -5.060  -0.78
H 7.639 -4.259 -5.856  0.27
H 8.223 -2.627 -5.687  0.24
H 6.545 -2.984 -5.439  0.29
H 7.148 -2.943 -1.973  0.35
H 6.102 -2.476 -3.214  0.38
H 8.925 -1.409 -3.146  0.30
H 7.732 -0.766 -2.041  0.43
H 8.607 1.159 -4.448  0.34
H 7.683 1.294 -2.982  0.25
H 5.777 1.954 -3.964  0.23
H 6.241 1.621 -5.680  0.34
H 5.719 4.160 -6.019  0.32
H 6.738 5.168 -5.226  0.29
H 5.494 4.397 -4.279  0.30
C -5.867 -2.435 1.260  -0.73
O -5.687 -3.650 1.976  -0.30
C -6.814 -4.119 2.733  -0.47
C -7.335 -3.192 3.879  -0.67
O -6.426 -2.766 4.851  -0.18
C -6.256 -3.871 5.826  -0.44
C -5.091 -3.549 6.796  -0.42
O -5.036 -4.535 7.840  -0.38
C -3.774 -4.521 8.609  -0.67
H -6.034 -1.577 1.911  0.27
H -6.778 -2.358 0.667  0.35
H -4.968 -2.251 0.671  0.24
H -6.604 -5.093 3.175  0.31
H -7.615 -4.276 2.011  0.39
H -8.196 -3.587 4.417  0.43
H -7.658 -2.272 3.392  0.34
H -6.082 -4.841 5.360  0.23
H -7.245 -3.846 6.283  0.31
H -5.265 -2.517 7.101  0.28
H -4.145 -3.481 6.257  0.33
H -3.611 -3.479 8.884  0.29
H -2.985 -4.994 8.024  0.26
H -4.032 -5.051 9.525  0.26
C -1.302 8.928 0.053  -0.48
O -1.989 9.909 -0.603  -0.36
C -1.952 11.195 0.078  -0.70
C -0.587 11.963 0.110  -0.41
O 0.356 11.188 0.910  -0.32
C 1.698 11.609 0.587  -0.58
C 2.245 10.587 -0.465  -0.40
O 2.566 9.315 0.164  -0.35
C 3.737 9.213 0.966  -0.66
H -0.221 9.038 0.131  0.11
H -1.468 7.967 -0.434  0.26
H -1.766 8.762 1.025  0.29
H -2.237 11.058 1.121  0.34
H -2.762 11.794 -0.339  0.39
H -0.720 13.003 0.409  0.42
H -0.355 11.984 -0.955  0.31
H 2.159 11.541 1.572  0.34
H 1.882 12.641 0.287  0.32
H 3.089 11.005 -1.014  0.42
H 1.504 10.363 -1.232  0.27
H 3.899 8.237 1.422  0.24
H 3.576 9.852 1.835  0.26
H 4.574 9.466 0.315  0.28
C 7.252 -7.386 1.977  -0.79
O 7.073 -6.298 2.849  -0.29
C 5.831 -6.275 3.590  -0.50
C 5.901 -5.309 4.856  -0.55
O 6.295 -3.935 4.608  -0.35
C 5.612 -3.209 3.723  -0.15
C 6.194 -1.790 3.747  -0.62
O 5.941 -1.171 2.476  -0.18
C 6.147 0.241 2.508  -0.81
H 6.886 -7.159 0.975  0.30
H 6.689 -8.293 2.195  0.31
H 8.281 -7.709 1.825  0.25
H 5.396 -7.246 3.824  0.47
H 5.163 -5.801 2.870  0.29
H 6.637 -5.680 5.569  0.30
H 4.917 -5.365 5.323  0.36
H 4.597 -3.262 4.116  0.19
H 5.660 -3.627 2.718  0.22
H 7.259 -1.808 3.981  0.35
H 5.735 -1.209 4.546  0.31
H 7.166 0.482 2.811  0.33
H 5.418 0.714 3.165  0.32
H 6.115 0.674 1.509  0.23
C -4.035 -0.293 -8.227  -0.59
O -5.072 -1.302 -7.997  -0.37
C -4.832 -2.577 -8.521  -0.58
C -5.587 -2.766 -9.895  -0.50
O -5.286 -1.639 -10.762  -0.20
C -5.827 -1.759 -12.074  -0.53
C -5.380 -0.642 -12.940  -0.38
O -6.094 -0.401 -14.114  -0.39
C -6.164 -1.396 -15.116  -0.56
H -3.089 -0.529 -7.740  0.29
H -4.410 0.663 -7.860  0.25
H -3.940 -0.130 -9.301  0.23
H -5.162 -3.270 -7.747  0.33
H -3.752 -2.690 -8.618  0.33
H -6.670 -2.818 -9.783  0.36
H -5.352 -3.746 -10.312  0.37
H -6.905 -1.692 -11.926  0.34
H -5.725 -2.746 -12.525  0.32
H -4.302 -0.534 -13.063  0.34
H -5.636 0.185 -12.278  0.22
H -7.106 -1.381 -15.663  0.22
H -5.927 -2.367 -14.680  0.27
H -5.406 -1.217 -15.878  0.25
C -6.713 1.921 6.972  -0.57
O -7.378 2.662 6.000  -0.36
C -6.472 3.669 5.509  -0.68
C -5.201 3.230 4.727  -0.52
O -4.249 2.585 5.582  -0.27
C -3.221 1.800 4.972  -0.54
C -2.003 1.673 5.831  -0.62
O -2.194 0.729 6.890  -0.21
C -0.980 0.305 7.462  -0.81
H -6.498 2.388 7.933  0.28
H -5.838 1.384 6.606  0.16
H -7.380 1.121 7.294  0.29
H -6.275 4.404 6.290  0.36
H -7.079 4.279 4.840  0.37
H -4.581 4.007 4.280  0.44
H -5.529 2.637 3.873  0.34
H -3.062 2.209 3.974  0.49
H -3.683 0.828 4.805  0.24
H -1.636 2.623 6.219  0.32
H -1.210 1.291 5.188  0.40
H -0.417 1.144 7.871  0.33
H -0.282 -0.136 6.750  0.30
H -1.327 -0.241 8.339  0.24
C 0.221 -4.673 3.367  -0.78
O 0.677 -4.045 2.231  -0.28
C -0.294 -3.269 1.629  -0.56
C 0.093 -2.596 0.306  -0.51
O 1.154 -1.681 0.601  -0.27
C 1.645 -0.900 -0.513  -0.82
C 0.917 0.417 -0.731  -0.24
O 0.925 0.666 -2.070  -0.31
C 0.544 2.031 -2.301  -0.77
H 0.381 -3.964 4.179  0.30
H 0.923 -5.473 3.601  0.25
H -0.763 -5.141 3.351  0.33
H -0.507 -2.400 2.251  0.28
H -1.193 -3.877 1.527  0.43
H -0.798 -2.118 -0.099  0.36
H 0.395 -3.434 -0.322  0.32
H 1.477 -1.453 -1.437  0.34
H 2.728 -0.822 -0.613  0.46
H 1.424 1.201 -0.169  0.30
H -0.092 0.371 -0.322  0.29
H 0.458 2.185 -3.376  0.26
H 1.219 2.772 -1.872  0.31
H -0.440 2.203 -1.866  0.33
C 3.060 -8.896 13.062  -1.49
C 3.409 -9.144 11.604  0.35
C 2.411 -10.126 10.880  -0.65
O 2.887 -10.261 9.509  -0.28
C 2.034 -11.099 8.838  -0.76
N 3.350 -7.835 11.034  -0.68
H 3.772 -8.238 13.559  0.40
H 3.249 -9.813 13.620  0.38
H 2.055 -8.579 13.342  0.35
H 4.434 -9.507 11.527  0.31
H 1.402 -9.713 10.875  0.32
H 2.404 -11.118 11.331  0.39
H 2.439 -11.230 7.835  0.26
H 1.050 -10.665 8.664  0.31
H 1.955 -12.070 9.329  0.29
H 2.429 -7.424 11.084  0.23
H 3.647 -7.853 10.069  0.27
C -0.731 5.779 -11.186  -1.26
C -2.221 6.148 -10.902  0.21
C -2.385 6.514 -9.430  -0.73
O -1.501 7.514 -8.988  -0.28
C -1.919 8.317 -7.896  -0.83
N -2.435 7.249 -11.760  -0.76
H -0.303 5.443 -12.130  0.39
H -0.464 5.004 -10.467  0.31
H -0.099 6.615 -10.888  0.31
H -2.904 5.373 -11.250  0.37
H -2.341 5.566 -8.894  0.39
H -3.418 6.861 -9.428  0.38
H -1.944 7.647 -7.036  0.33
H -2.862 8.855 -7.983  0.32
H -1.117 8.997 -7.610  0.26
H -1.741 7.913 -11.447  0.32
H -2.166 6.997 -12.700  0.27